Here is a cluster of 3 separate species, C28H47ClNO13P2SSi in total from OMol25. Energies are from ωB97M-V with the def2-TZVPD basis set.

Cartesian coordinates (Å):
C 6.439 -5.906 0.898
C 7.780 -6.503 0.147
C 7.261 -7.321 -1.191
C 7.613 -6.559 -2.615
C 6.598 -5.257 -2.879
C 5.110 -5.434 -3.122
Cl 4.276 -7.111 -3.184
C 4.101 -4.117 -3.336
O 3.103 -4.135 -4.222
C 4.498 -2.797 -2.389
C 3.407 -1.779 -1.710
C 1.787 -1.989 -1.880
C 1.019 -0.717 -2.579
O -0.169 -1.070 -3.373
Si -1.403 -1.873 -2.409
C -1.083 -3.798 -2.206
C -3.133 -1.734 -3.323
C -1.532 -1.139 -0.632
C 3.991 -0.517 -0.781
N 3.103 0.500 -0.082
C 3.045 0.232 1.433
C 2.695 -1.332 1.791
C 5.636 -0.315 -0.584
C 6.300 0.902 0.336
O 6.363 2.188 -0.042
O 6.872 0.451 1.648
C 6.755 -1.352 -1.269
S 8.603 -1.034 -0.983
C 6.141 -2.586 -2.158
C 7.192 -3.693 -2.840
O 8.388 -3.363 -3.348
H 5.702 -5.561 0.031
H 5.870 -6.777 1.480
H 6.678 -5.000 1.637
H 8.557 -5.636 -0.107
H 8.259 -7.328 0.864
H 6.098 -7.503 -1.031
H 7.730 -8.416 -1.271
H 8.735 -6.185 -2.514
H 7.578 -7.282 -3.556
H 1.350 -2.125 -0.777
H 1.581 -3.001 -2.429
H 1.780 -0.200 -3.339
H 0.824 0.075 -1.729
H -0.857 -4.282 -3.260
H -0.209 -3.998 -1.419
H -2.063 -4.241 -1.723
H -3.019 -1.816 -4.488
H -3.758 -0.815 -2.955
H -3.746 -2.701 -2.988
H -0.505 -0.765 -0.199
H -1.937 -1.966 0.125
H -2.289 -0.218 -0.571
H 3.554 1.461 -0.130
H 2.160 0.894 1.881
H 4.028 0.631 1.933
H 3.538 -2.091 1.505
H 1.648 -1.573 1.314
H 2.540 -1.419 2.970
H 9.099 -1.829 0.063
C -1.632 3.270 1.097
O -2.919 3.385 1.675
P -3.034 2.617 3.221
O -3.529 1.350 2.514
O -4.326 3.575 3.592
C -4.227 4.968 3.320
O -3.148 1.849 4.767
C -4.219 0.960 5.016
H -1.641 3.753 0.117
H -0.897 3.768 1.734
H -1.364 2.216 0.974
H -4.691 5.167 2.342
H -3.188 5.304 3.308
H -4.773 5.521 4.086
H -4.046 0.001 4.519
H -5.176 1.387 4.686
H -4.276 0.778 6.092
C -9.440 8.107 3.250
O -8.768 8.055 2.006
P -9.159 6.641 1.088
O -7.941 5.946 1.708
O -8.699 7.419 -0.293
C -9.167 8.747 -0.502
O -9.551 5.228 0.170
C -8.505 4.447 -0.372
H -9.127 9.008 3.782
H -10.519 8.147 3.084
H -9.189 7.229 3.854
H -8.392 9.449 -0.157
H -10.098 8.935 0.037
H -9.332 8.904 -1.569
H -8.029 3.846 0.408
H -7.755 5.078 -0.870
H -8.927 3.766 -1.114

Output
Highest occupied orbital energy: -5.03 eV
Kohn-Sham gap: 2.8931 eV
Charge: -1
Calculated total energy: -107697.13164 eV
Energy above the lowest of the compared OMol25 structures with the same formula, charge and spin: 24.521 eV